(1)
Computed, not measured: the molecule C4H3NOS2 in a non-equilibrium geometry, with wB97M-V/def2-TZVPD.

Each line ends with the natural charge from an NBO analysis.
Geometry (Å):
O 0.436 0.008 2.564  -0.53
C 0.616 -0.249 1.325  0.41
S 1.931 0.663 0.349  0.29
C 0.772 0.732 -0.977  -0.37
S 0.899 0.984 -2.507  0.14
C -0.557 0.525 -0.263  -0.14
N -1.557 -0.472 -0.030  -0.49
C -0.253 -0.833 0.289  -0.15
H -0.762 1.096 0.587  0.23
H -1.747 -0.920 -0.994  0.38
H 0.222 -1.534 -0.343  0.22

Atoms 1-3, force components in eV/Å:
0.88 -1.58 -5.36
-0.62 1.65 6.51
-0.08 -0.66 0.14

HOMO level ... -9.208 eV
DFT total energy ... -1080.417404 hartree
Total charge ... 0
Molecular weight ... 145.21 g/mol
SMILES ... O=C1SC(=S)[C@H]2N[C@H]12
Lowest unoccupied orbital energy ... -0.60 eV

***

(2)
Computed, not measured: a cluster of 2 separate species, C6H12S in total in a non-equilibrium geometry, with wB97M-V/def2-TZVPD.

Each line ends with the natural charge from an NBO analysis.
Geometry (Å):
C 0.289 -1.402 -1.260  -0.40
C 0.370 -1.800 0.008  -0.16
C -0.231 1.436 -0.418  -0.14
C 1.583 -1.762 0.811  -0.65
C 1.054 2.049 -0.648  -0.77
C -2.674 0.776 0.693  -0.70
S -0.986 1.428 1.018  0.27
H 1.181 -1.078 -1.727  0.17
H -0.544 -1.331 -1.927  0.20
H -0.591 -1.870 0.489  0.19
H 1.870 -2.777 0.933  0.22
H 1.355 -1.378 1.785  0.22
H 2.271 -1.230 0.298  0.21
H 1.220 1.981 -1.722  0.24
H 1.787 1.871 0.089  0.23
H 1.040 3.183 -0.508  0.20
H -3.388 1.546 0.501  0.22
H -2.924 0.308 1.617  0.22
H -2.680 0.051 -0.034  0.22

Atoms 1-3, force components in eV/Å:
0.69 -0.31 0.37
-2.28 1.32 -1.41
0.43 0.13 -0.80

Expectation value of S² ... 2.010
HOMO level (alpha / beta) ... -6.278 / -9.122 eV
DFT total energy ... -633.792096 hartree
Total charge ... 0
Molecular weight ... 116.23 g/mol
Spin multiplicity ... 3
Lowest unoccupied orbital energy (alpha / beta) ... 0.96 / -0.52 eV

***

(3)
Computed, not measured: a structure of composition C16H44AsF6N4O4 in a non-equilibrium geometry, with wB97M-V/def2-TZVPD.

Each line ends with the Löwdin charge.
Geometry (Å):
As 0.521 -0.377 -4.888  0.87
F 0.883 -1.975 -5.716  -0.34
F 1.180 0.420 -6.343  -0.30
F 0.112 1.187 -4.147  -0.30
F 0.001 -1.347 -3.484  -0.31
F 2.095 -0.469 -4.099  -0.30
F -1.157 -0.459 -5.561  -0.32
C 3.725 5.134 -0.969  -0.08
C 2.774 4.716 0.112  -0.48
C 1.750 5.812 0.319  -0.16
O 2.415 7.097 0.587  -0.21
C 3.283 7.161 1.689  -0.13
N 2.233 3.453 -0.323  0.04
H 3.158 5.217 -1.896  0.09
H 4.485 4.365 -1.114  0.08
H 4.176 6.104 -0.761  0.07
H 3.338 4.593 1.036  0.13
H 1.109 5.455 1.125  0.12
H 1.038 6.023 -0.480  0.13
H 3.711 8.164 1.683  0.09
H 4.143 6.512 1.526  0.08
H 2.667 7.017 2.576  0.09
H 2.906 2.795 -0.689  0.07
H 1.657 3.651 -1.128  0.07
C -6.426 1.117 -4.716  -0.09
C -5.945 0.628 -3.365  -0.43
C -5.134 1.652 -2.509  -0.21
O -5.184 1.241 -1.187  -0.17
C -4.337 2.036 -0.362  -0.11
N -7.157 0.138 -2.761  0.02
H -5.571 1.164 -5.392  0.08
H -6.655 2.179 -4.624  0.07
H -7.239 0.638 -5.262  0.08
H -5.344 -0.267 -3.523  0.14
H -5.529 2.665 -2.585  0.12
H -4.125 1.719 -2.917  0.13
H -3.312 2.181 -0.702  0.09
H -4.336 1.631 0.650  0.08
H -4.754 3.031 -0.203  0.08
H -7.738 0.925 -3.013  0.06
H -7.526 -0.496 -3.455  0.06
C 4.865 -1.839 3.392  -0.06
C 5.487 -2.666 2.290  -0.45
C 6.634 -3.578 2.772  -0.21
O 7.707 -2.786 3.180  -0.20
C 8.891 -3.438 3.526  -0.12
N 4.494 -3.455 1.581  0.03
H 5.636 -1.387 4.016  0.08
H 4.116 -2.375 3.976  0.08
H 4.230 -1.177 2.804  0.08
H 5.882 -1.965 1.555  0.13
H 6.939 -4.224 1.948  0.12
H 6.385 -4.227 3.612  0.13
H 9.441 -2.762 4.181  0.09
H 9.483 -3.613 2.628  0.09
H 8.772 -4.361 4.094  0.08
H 3.801 -2.796 1.254  0.07
H 4.852 -3.915 0.756  0.07
C -2.360 -4.908 0.471  -0.05
C -3.527 -4.103 0.993  -0.49
C -3.608 -3.576 2.429  -0.22
O -4.852 -2.927 2.464  -0.18
C -5.209 -2.467 3.744  -0.12
N -3.980 -3.115 0.051  0.07
H -2.782 -5.340 -0.437  0.08
H -1.926 -5.732 1.037  0.08
H -1.608 -4.133 0.317  0.08
H -4.346 -4.809 1.129  0.13
H -2.758 -2.905 2.556  0.12
H -3.482 -4.314 3.222  0.12
H -5.307 -3.319 4.416  0.08
H -6.175 -1.967 3.682  0.09
H -4.514 -1.766 4.206  0.08
H -3.987 -3.745 -0.739  0.07
H -3.087 -2.738 -0.234  0.07

Atoms 1-3, force components in eV/Å:
-0.44 -2.11 -0.65
-0.37 1.67 0.69
-0.63 -0.35 1.36

HOMO level ... -7.221 eV
DFT total energy ... -3990.986987 hartree
Total charge ... -1
Molecular weight ... 545.46 g/mol
Lowest unoccupied orbital energy ... 2.28 eV

***

(4)
Computed, not measured: a structure of composition C4H4O2Rh in a non-equilibrium geometry, with wB97M-V/def2-TZVPD.

Each line ends with the natural charge from an NBO analysis.
Geometry (Å):
H -0.364 0.332 -1.886  0.35
C -1.628 0.087 -0.035  0.43
C -0.460 0.336 -0.801  -0.03
C 0.574 -0.022 0.201  0.05
H -2.635 -0.141 -0.400  0.33
H 0.953 0.792 0.833  0.31
H 0.817 -1.079 0.376  0.32
O -1.177 -0.332 1.088  -0.66
Rh -1.544 -0.262 2.986  1.82
O 2.239 0.115 -0.901  -0.42
C 3.227 0.173 -1.461  1.51

Atoms 1-3, force components in eV/Å:
-0.08 0.52 -0.18
0.09 -1.10 -2.08
-0.23 -0.68 -0.45

Expectation value of S² ... 8.773
HOMO level (alpha / beta) ... -29.035 / -31.026 eV
DFT total energy ... -413.293009 hartree
Total charge ... +4
Molecular weight ... 186.98 g/mol
Spin multiplicity ... 6
Lowest unoccupied orbital energy (alpha / beta) ... -19.50 / -24.82 eV

***

(5)
Computed, not measured: a cluster of 3 separate species, CH9N2O2 in total in a non-equilibrium geometry, with wB97M-V/def2-TZVPD.

Each line ends with the natural charge from an NBO analysis.
Geometry (Å):
N -1.496 -0.473 0.858  -0.72
C -0.594 -1.151 0.163  0.39
N 0.692 -1.201 0.355  -0.69
H -1.118 0.149 1.563  0.43
H -2.413 -0.879 0.968  0.44
H -1.016 -1.688 -0.698  0.22
H 1.308 -1.640 -0.310  0.45
H 1.018 -0.448 1.024  0.46
H 1.092 0.206 -2.868  0.48
H -0.206 0.060 -1.972  0.45
O 0.385 0.676 -2.431  -0.93
H 0.961 2.251 1.934  0.51
H 0.705 2.142 0.381  0.51
O 0.741 1.659 1.209  -1.00

Atoms 1-3, force components in eV/Å:
1.60 -0.23 0.19
-1.25 -0.95 -1.13
-0.43 2.22 1.42

HOMO level ... -15.374 eV
DFT total energy ... -303.253218 hartree
Total charge ... +1
Molecular weight ... 81.09 g/mol
Lowest unoccupied orbital energy ... -4.01 eV

***

(6)
Computed, not measured: a cluster of 9 separate species, H18O9 in total in a non-equilibrium geometry, with wB97M-V/def2-TZVPD.

Each line ends with the natural charge from an NBO analysis.
Geometry (Å):
O 0.673 -0.446 -0.050  -0.95
H 0.759 -0.138 -0.954  0.46
H -0.262 -0.789 -0.036  0.49
O 2.488 -0.018 1.793  -0.95
H 2.042 -0.720 1.338  0.49
H 2.617 0.647 1.206  0.46
O 4.056 2.090 -0.343  -0.95
H 4.940 2.482 -0.199  0.48
H 4.069 1.755 -1.302  0.47
O -2.975 -0.626 2.247  -0.95
H -2.022 -0.242 2.156  0.48
H -2.952 -1.462 2.691  0.47
O -0.848 -4.032 -0.144  -0.96
H -1.727 -4.245 0.026  0.48
H -0.457 -4.348 -0.950  0.48
O -1.228 3.859 -0.442  -0.92
H -0.563 3.422 -0.936  0.45
H -0.592 4.440 0.064  0.47
O 3.171 -1.802 -0.374  -0.92
H 2.659 -2.139 -1.079  0.46
H 3.273 -0.856 -0.573  0.46
O -3.242 2.045 0.100  -0.90
H -3.879 2.525 -0.497  0.46
H -2.688 1.694 -0.509  0.44
O -2.113 -1.089 -2.210  -0.94
H -2.786 -0.440 -2.029  0.47
H -2.274 -1.433 -3.037  0.47

Atoms 1-3, force components in eV/Å:
-2.03 -0.43 -0.32
0.01 0.06 -0.24
1.29 0.29 0.01

HOMO level ... -10.051 eV
DFT total energy ... -687.868426 hartree
Total charge ... 0
Molecular weight ... 162.13 g/mol
SMILES ... O.O.O.O.O.O.O.O.O
Lowest unoccupied orbital energy ... -0.08 eV